Here is C38H39KN5O8S as an isolated structure at a distorted geometry from the Open Molecules 2025 dataset. Energies are from ωB97M-V/def2-TZVPD.

* E_tot: -91025.213 eV
* LUMO: 1.9041 eV
* Kohn-Sham gap: 0.1341 hartree
* net charge: -1

Last column: Mulliken charge in e.
Element x y z (Å)
K1 0.1262 0.0840 -0.3498  1.275
C1 -0.5026 -5.7748 -2.6293  -1.588
C2 0.1410 -4.6520 -1.8614  0.973
C3 0.0737 -4.6266 -0.4893  -1.941
C4 0.6180 -3.5672 0.2840  0.707
C5 0.4143 -3.5678 1.6519  -1.580
N1 -0.5256 -4.4370 2.2549  -0.321
C6 -1.9214 -4.1180 1.9661  -1.056
C7 -2.3013 -2.6532 2.2778  -1.168
C8 -2.3708 -1.7708 1.0344  0.986
N2 -3.5507 -2.1003 0.2810  0.244
C9 -4.3526 -1.2528 -0.3657  -0.953
C10 -4.0685 0.0206 -0.8489  0.747
C11 -5.1684 0.8779 -1.0870  -0.799
C12 -5.0160 2.1595 -1.5429  0.476
C13 -6.1977 3.0496 -1.8043  -1.720
C14 -3.7200 2.6132 -1.8113  -0.688
C15 -2.6022 1.8061 -1.6976  1.166
C16 -1.3454 2.3438 -2.1430  -0.600
N3 -0.2715 1.6854 -2.2445  -0.011
C17 0.8810 2.3033 -2.8051  0.042
C18 1.5169 1.3804 -3.8527  -1.069
C19 2.6879 0.5624 -3.2990  -1.319
N4 2.2356 -0.3459 -2.2908  1.046
C20 2.0064 -1.5473 -2.6190  -1.188
C21 1.4205 -2.5644 -1.7869  2.478
C22 0.8129 -3.6254 -2.5045  -1.666
C23 1.3659 -2.5228 -0.3876  -0.854
O1 1.9639 -1.6288 0.4139  -0.228
C24 -2.7233 0.4266 -1.2569  0.343
O2 -1.8033 -0.4026 -1.3473  -0.962
H1 -1.1813 -6.3339 -1.9865  0.354
H2 0.2501 -6.4629 -3.0154  0.305
H3 -1.0679 -5.3854 -3.4736  0.337
H4 -0.3776 -5.4469 0.0520  0.578
H5 0.8569 -2.8183 2.2826  0.886
H6 -0.3748 -4.4590 3.2578  0.446
H7 -2.5362 -4.8092 2.5511  0.443
H8 -2.0902 -4.3229 0.9046  0.426
H9 -1.5483 -2.2220 2.9383  0.169
H10 -3.2629 -2.6135 2.7971  0.606
H11 -1.4683 -1.8990 0.4323  -0.575
H12 -2.4162 -0.7194 1.3223  0.124
H13 -3.8795 -3.0451 0.4084  0.378
H14 -5.3699 -1.6134 -0.4931  0.418
H15 -6.1579 0.4940 -0.8682  0.305
H16 -7.1153 2.5798 -1.4565  0.357
H17 -6.2938 3.2352 -2.8755  0.335
H18 -6.0795 4.0089 -1.3013  0.349
H19 -3.5955 3.6247 -2.1795  0.397
H20 -1.3774 3.4076 -2.4654  0.099
H21 1.5999 2.4670 -2.0026  -0.578
H22 0.6308 3.2813 -3.2597  0.675
H23 1.8764 1.9741 -4.6962  0.405
H24 0.7555 0.6890 -4.2195  0.381
H25 3.4097 1.2440 -2.8501  0.319
H26 3.1645 0.0268 -4.1411  0.532
H27 2.2056 -1.8745 -3.6565  0.173
H28 0.8645 -3.6087 -3.5849  0.276
O3 0.5427 6.2683 2.6930  -0.590
C25 0.7608 5.0625 2.0891  0.766
C26 -0.0944 3.9769 2.2523  -0.503
C27 0.1864 2.7817 1.5921  -0.006
N5 1.2517 2.6250 0.8314  1.040
C28 2.0951 3.6585 0.7005  0.775
C29 1.8789 4.9072 1.2870  -1.249
C30 3.3705 3.3878 0.0319  -0.397
O4 4.3648 4.0866 0.1138  -0.651
O5 3.3306 2.2236 -0.7089  0.047
C31 -0.7433 1.5722 1.7898  -0.273
O6 -1.9417 1.8196 1.9510  -0.830
O7 -0.1898 0.4569 1.7906  -0.438
H29 -0.2769 6.2197 3.1981  0.320
H30 -0.9693 4.0236 2.8828  0.471
H31 2.5771 5.7121 1.1260  0.557
C32 4.5093 -1.1962 0.1545  -1.519
S1 3.0222 -0.1448 0.1622  2.258
O8 4.2052 1.1867 -0.2593  -0.728
C33 3.0198 0.2370 1.9508  0.398
C34 2.3688 -0.5763 2.8607  -0.998
C35 2.1200 -0.1446 4.1499  -0.414
C36 2.5242 1.1113 4.5589  -0.728
C37 3.2808 1.8809 3.6943  -0.591
C38 3.5319 1.4407 2.4056  -1.071
H32 5.3487 -0.5762 0.4412  0.558
H33 4.6342 -1.5700 -0.8548  0.352
H34 4.3582 -2.0066 0.8544  0.364
H35 2.0443 -1.5528 2.5652  0.466
H36 1.5821 -0.7952 4.8235  0.415
H37 2.2608 1.4797 5.5417  0.389
H38 3.6676 2.8376 4.0115  0.441
H39 4.1347 2.0534 1.7594  0.674



Here is C38H39N2S2V as an isolated structure at a distorted geometry from the Open Molecules 2025 dataset. Energies are from ωB97M-V/def2-TZVPD.

* E_tot: -90373.460 eV
* LUMO (alpha / beta): -4.3819 / -4.1310 eV
* Kohn-Sham gap (alpha / beta): 0.2105 / 0.2274 hartree
* multiplicity: 2
* net charge: +1

Last column: Mulliken charge in e.
Element x y z (Å)
V1 -0.6118 -1.7931 -0.2167  -0.614
C1 -4.6530 3.9425 0.1934  -2.201
C2 -3.2911 3.7524 0.8654  1.816
C3 -3.4469 3.9990 2.3763  -1.567
C4 -2.3035 4.7733 0.2769  -1.518
C5 -2.7351 2.3573 0.6518  0.219
C6 -3.4151 1.3703 -0.0616  -0.860
C7 -2.8302 0.1371 -0.2583  -0.764
N1 -1.6190 -0.1665 0.2147  0.530
C8 -0.9681 0.7462 0.9572  -0.221
C9 -1.4951 2.0042 1.1812  -0.491
C10 0.3147 0.2486 1.4768  0.199
C11 1.2215 1.0097 2.1823  -0.466
C12 2.4450 0.4760 2.5927  0.437
C13 2.6601 -0.8697 2.3072  -0.822
C14 1.7111 -1.5861 1.6066  -0.641
N2 0.5658 -1.0483 1.1661  0.457
C15 3.4659 1.3517 3.2911  1.880
C16 3.8194 2.5211 2.3530  -1.541
C17 4.7511 0.5880 3.6175  -2.190
C18 2.8652 1.9045 4.5925  -1.553
H1 -4.9899 4.9651 0.3591  0.446
H2 -5.4059 3.2738 0.6145  0.412
H3 -4.5950 3.7830 -0.8847  0.433
H4 -3.8970 4.9784 2.5387  0.461
H5 -2.4846 3.9794 2.8897  0.332
H6 -4.0933 3.2446 2.8278  0.369
H7 -2.7212 5.7759 0.3692  0.451
H8 -2.1207 4.5761 -0.7809  0.370
H9 -1.3466 4.7593 0.8013  0.334
H10 -4.3954 1.5508 -0.4746  0.561
H11 -3.3298 -0.6353 -0.8309  0.498
H12 -0.9359 2.7160 1.7728  0.640
H13 0.9854 2.0426 2.3961  0.649
H14 3.5649 -1.3752 2.6064  0.548
H15 1.8796 -2.6253 1.3712  0.432
H16 4.2036 2.1519 1.4000  0.348
H17 4.5919 3.1344 2.8169  0.453
H18 2.9583 3.1613 2.1557  0.339
H19 5.2123 0.1792 2.7168  0.440
H20 4.5730 -0.2221 4.3266  0.420
H21 5.4653 1.2745 4.0709  0.439
H22 1.9384 2.4512 4.4131  0.301
H23 3.5775 2.5908 5.0509  0.452
H24 2.6603 1.1008 5.3011  0.384
S1 0.5491 -3.6265 -0.6619  -0.389
C19 -0.1245 -4.7209 0.5372  0.372
C20 0.5717 -5.8647 0.9267  -0.704
C21 0.0327 -6.7255 1.8664  -0.592
C22 -1.2115 -6.4593 2.4253  -0.553
C23 -1.9119 -5.3276 2.0484  -0.769
C24 -1.3754 -4.4532 1.1059  0.658
S2 -2.2881 -3.0334 0.6154  -0.444
H25 1.5368 -6.0720 0.4814  0.456
H26 0.5827 -7.6076 2.1661  0.387
H27 -1.6365 -7.1386 3.1520  0.391
H28 -2.8828 -5.0988 2.4697  0.434
C25 3.9405 0.4597 -4.6096  -0.460
C26 2.9500 -0.4494 -4.9580  -0.911
C27 1.8758 -0.6768 -4.1166  -0.149
C28 1.7742 0.0095 -2.9031  0.349
C29 2.7827 0.9182 -2.5609  -0.543
C30 3.8524 1.1464 -3.4070  -0.658
C31 0.7103 -0.2218 -1.9255  0.629
C32 -0.4168 -0.9607 -1.9920  0.341
C33 -1.2328 -1.3334 -3.1438  1.510
C34 -1.3721 -0.4322 -4.2110  -0.466
C35 -2.1843 -0.7298 -5.2895  -0.810
C36 -2.8871 -1.9263 -5.3288  -0.444
C37 -2.7785 -2.8207 -4.2738  -0.937
C38 -1.9673 -2.5285 -3.1909  -0.120
H29 4.7809 0.6298 -5.2692  0.402
H30 3.0228 -0.9901 -5.8926  0.413
H31 1.1241 -1.4037 -4.3928  0.501
H32 2.7193 1.4510 -1.6178  0.450
H33 4.6238 1.8520 -3.1270  0.403
H34 0.9380 0.2517 -0.9696  -0.355
H35 -0.8393 0.5101 -4.1790  0.461
H36 -2.2702 -0.0263 -6.1078  0.414
H37 -3.5191 -2.1556 -6.1765  0.418
H38 -3.3281 -3.7527 -4.3005  0.431
H39 -1.8873 -3.2414 -2.3829  0.282